The following is a DFT calculation (ωB97M-V/def2-TZVPD) of the molecule C5H7NO4 in a non-equilibrium geometry.

The calculation puts the largest force on an atom at 0.0884 Eh/bohr. The calculation puts the highest occupied orbital energy at -0.3506 Eh. As for the SMILES: O=C[C@H]1[C@@H](CO)N1C(=O)O. The value obtained for the lowest unoccupied orbital energy is 0.3 eV. The orbital gap comes out at 9.843 eV. The value obtained for the energy relative to the best compared isomer or geometry (same formula, charge and spin) is 44.0 kcal per mole.

The geometry in XYZ format:
```
17
C5H7NO4 ωB97M-V/def2-TZVPD
O 3.05616 -1.26707 1.10914
C 3.01638 -1.69003 -0.01988
C 2.16149 -1.14109 -1.11419
C 0.67550 -0.95874 -0.86658
C -0.00800 -1.10045 0.46954
O 2.64992 1.40192 0.57902
C 1.71841 1.24216 -0.19423
O 0.61795 1.94342 0.00122
N 1.56857 0.15601 -1.03858
H 3.59700 -2.59121 -0.30773
H 2.45346 -1.47478 -2.11332
H 0.03277 -1.14539 -1.73070
H -0.35025 -2.13801 0.58134
H 0.63574 -0.92751 1.34082
O -1.27017 -0.25987 0.38955
H -1.74508 -0.33485 1.22240
H -0.22256 1.32295 0.18808
```